Here is C3H7N3 in the gas phase from OMol25. Energies are from the ωB97M-V functional and the def2-TZVPD basis.

Output
2S+1: 1
orbital gap: 9.504 eV
SMILES: C=CN=C(N)N
E_LUMO: 0.966 eV
F_max: 2.15 eV Å⁻¹
E_HOMO: -0.3138 Eh

Geometry as XYZ:
```
13
Properties=species:S:1:pos:R:3:forces:R:3
C -1.382 -1.358 1.334 -0.219 0.221 -0.098
C -1.271 -0.648 0.209 -1.046 -0.346 1.098
N -0.167 -0.701 -0.591 1.669 0.932 -0.457
C 0.618 0.323 -0.599 -0.910 -1.520 -0.236
N 0.558 1.477 0.108 -1.127 1.185 0.924
N 1.714 0.326 -1.391 1.580 -0.843 -1.197
H -2.283 -1.318 1.934 0.047 -0.012 -0.069
H -0.569 -1.994 1.666 -0.063 0.042 -0.044
H -2.097 -0.029 -0.136 -0.195 0.059 0.036
H -0.322 1.618 0.588 0.138 0.002 0.133
H 0.812 2.284 -0.448 0.096 -0.096 0.185
H 2.542 0.618 -0.887 -0.019 0.113 -0.185
H 1.848 -0.600 -1.787 0.049 0.263 -0.089
```
Positions in Å, forces in eV/Å.

The natural (NBO) scheme yields these atomic charges, measured in e: -0.458, -0.038, -0.570, 0.586, -0.828, -0.814, 0.197, 0.198, 0.173, 0.391, 0.391, 0.379, 0.393



Here is C20H31N3O3 in the gas phase from OMol25. Energies are from the ωB97M-V functional and the def2-TZVPD basis.

Output
2S+1: 1
orbital gap: 8.756 eV
SMILES: CCCCCOc1ccc(NC(=O)C(=O)NC[C@H]2CCCN2CC)cc1
E_LUMO: 0.769 eV
F_max: 0.67 eV Å⁻¹
E_HOMO: -0.2935 Eh

Geometry as XYZ:
```
57
Properties=species:S:1:pos:R:3:forces:R:3
C 3.142 -9.062 -1.671 -0.037 0.139 -0.226
C 2.850 -7.739 -2.368 -0.055 -0.058 0.330
C 2.474 -6.649 -1.366 0.109 0.133 -0.328
C 2.307 -5.270 -2.001 -0.295 0.001 0.002
C 1.098 -5.186 -2.936 0.294 -0.252 0.210
O 0.917 -3.886 -3.461 -0.033 0.226 -0.139
C 0.407 -2.899 -2.676 -0.062 0.287 0.000
C -0.119 -3.064 -1.398 0.108 -0.252 -0.204
C -0.630 -1.977 -0.713 -0.024 0.341 -0.080
C -0.624 -0.708 -1.280 0.222 -0.325 -0.340
N -1.147 0.355 -0.543 -0.301 0.124 0.590
C -1.217 1.662 -0.841 0.108 -0.174 -0.115
O -0.825 2.234 -1.845 0.014 -0.080 -0.017
C -1.889 2.434 0.299 -0.161 0.156 0.178
O -2.276 1.869 1.312 -0.037 -0.013 0.016
N -1.976 3.737 0.034 0.204 0.018 -0.364
C -2.524 4.729 0.920 0.030 0.268 0.291
C -1.462 5.751 1.407 -0.278 0.052 -0.239
C -2.128 7.028 1.923 0.056 -0.076 -0.093
C -2.541 6.640 3.344 0.045 0.015 0.000
C -1.505 5.581 3.751 0.120 0.028 0.300
N -0.695 5.348 2.563 0.044 0.028 -0.105
C -0.016 4.073 2.514 0.261 -0.017 0.144
C 1.096 4.010 3.555 -0.192 -0.054 -0.230
C -0.100 -0.539 -2.561 -0.036 0.091 0.043
C 0.406 -1.622 -3.243 0.042 -0.380 0.106
H 3.970 -8.953 -0.974 0.081 -0.031 0.093
H 3.403 -9.828 -2.397 0.033 -0.142 0.004
H 2.270 -9.400 -1.114 -0.068 -0.084 0.085
H 2.037 -7.883 -3.081 0.022 0.018 -0.113
H 3.733 -7.423 -2.928 -0.012 0.049 -0.099
H 1.549 -6.930 -0.857 -0.021 -0.036 0.116
H 3.259 -6.586 -0.609 -0.041 -0.040 0.078
H 3.203 -5.012 -2.569 0.025 0.059 -0.004
H 2.192 -4.522 -1.213 0.044 0.034 -0.044
H 1.258 -5.809 -3.819 -0.095 0.011 0.134
H 0.190 -5.534 -2.428 0.022 0.005 -0.059
H -0.144 -4.032 -0.921 0.029 -0.100 0.017
H -1.037 -2.117 0.278 -0.038 -0.024 0.107
H -1.542 0.135 0.371 0.063 0.175 -0.212
H -1.580 4.028 -0.853 -0.036 -0.153 0.089
H -2.953 4.195 1.770 -0.083 0.072 -0.038
H -3.321 5.266 0.396 -0.001 -0.068 0.069
H -0.777 5.953 0.575 -0.054 0.013 -0.004
H -2.967 7.351 1.310 -0.022 0.049 -0.055
H -1.387 7.825 1.953 0.002 0.014 -0.061
H -2.535 7.496 4.016 -0.079 -0.009 0.027
H -3.545 6.217 3.345 -0.027 0.010 0.050
H -1.996 4.658 4.098 0.018 0.006 0.015
H -0.857 5.939 4.555 -0.118 -0.100 0.082
H -0.705 3.226 2.672 0.017 0.069 -0.099
H 0.424 3.974 1.517 -0.034 -0.059 0.017
H 1.682 3.105 3.416 0.078 -0.106 0.068
H 1.750 4.872 3.452 0.093 0.085 0.009
H 0.686 4.003 4.561 0.004 -0.014 0.151
H -0.092 0.441 -3.007 0.004 0.040 -0.030
H 0.811 -1.507 -4.235 0.052 0.025 -0.121
```
Positions in Å, forces in eV/Å.

The natural (NBO) scheme yields these atomic charges, measured in e: -0.599, -0.395, -0.392, -0.424, -0.061, -0.492, 0.282, -0.254, -0.221, 0.108, -0.572, 0.588, -0.622, 0.582, -0.643, -0.578, -0.260, -0.038, -0.399, -0.417, -0.227, -0.447, -0.218, -0.609, -0.212, -0.238, 0.201, 0.209, 0.201, 0.192, 0.196, 0.193, 0.205, 0.206, 0.211, 0.195, 0.166, 0.211, 0.209, 0.433, 0.426, 0.228, 0.201, 0.197, 0.206, 0.215, 0.216, 0.203, 0.173, 0.197, 0.181, 0.193, 0.209, 0.209, 0.201, 0.251, 0.226



Here is 2 unconnected molecules or ions with the total composition C2H8N2S2 from OMol25. Energies are from the ωB97M-V functional and the def2-TZVPD basis.

Output
charge: +1
2S+1: 2
orbital gap (alpha / beta): 4.697 / 1.135 eV
E_LUMO (alpha / beta): -5.139 / -8.701 eV
F_max: 2.71 eV Å⁻¹
E_HOMO (alpha / beta): -0.3614 / -0.3614 Eh

Geometry as XYZ:
```
14
Properties=species:S:1:pos:R:3:forces:R:3
C 4.152 -0.787 1.858 1.291 0.449 -1.928
S 3.418 -0.984 3.522 -0.636 -0.671 -1.959
S 1.731 -2.024 3.115 -0.475 1.421 2.260
H 4.547 -1.707 1.287 -0.295 0.875 1.744
H 5.019 -0.043 2.047 -1.422 -1.236 -0.482
H 3.447 -0.407 1.030 0.575 0.051 1.908
H 2.082 -2.871 2.213 0.973 -0.889 -1.554
N -4.477 1.043 -2.122 0.113 -0.118 1.370
C -3.106 0.966 -2.402 -0.413 2.177 0.486
N -2.338 1.833 -2.989 -1.068 -0.834 1.948
H -4.907 1.926 -1.851 0.521 0.409 -1.175
H -4.895 0.396 -1.426 1.004 -0.164 -1.028
H -2.693 0.097 -1.924 0.098 -1.452 -0.443
H -1.979 2.564 -2.358 -0.267 -0.019 -1.146
```
Positions in Å, forces in eV/Å.

The natural (NBO) scheme yields these atomic charges, measured in e: -0.838, 0.563, 0.233, 0.296, 0.292, 0.296, 0.158, -0.799, 0.413, -0.893, 0.392, 0.378, 0.113, 0.395



Here is a molecular structure, C48H35N3O6P2ReS8 from OMol25. Energies are from the ωB97M-V functional and the def2-TZVPD basis.

Output
charge: -2
2S+1: 2
orbital gap (alpha / beta): 4.651 / 5.077 eV
E_LUMO (alpha / beta): 3.370 / 3.370 eV
F_max: 2.63 eV Å⁻¹
E_HOMO (alpha / beta): -0.0471 / -0.0627 Eh

Geometry as XYZ:
```
103
Properties=species:S:1:pos:R:3:forces:R:3
Re -0.379 1.206 0.742 -1.277 0.393 0.699
C -0.768 -5.101 2.696 0.050 0.004 -0.134
C 0.041 -4.856 1.405 -0.057 -0.129 0.173
C 0.556 -6.193 0.860 -0.089 0.267 0.053
C -0.880 -4.171 0.408 -0.047 -0.223 -0.077
C -1.769 -4.855 -0.425 0.207 0.333 0.121
C -2.651 -4.173 -1.251 -0.181 -0.253 -0.126
C -2.679 -2.792 -1.272 0.451 0.143 0.418
C -1.794 -2.080 -0.466 -0.107 -0.441 -0.052
P -1.686 -0.266 -0.518 0.362 0.959 0.971
C -3.476 0.113 -0.376 0.070 -0.270 -0.058
C -3.979 -0.182 0.891 0.084 -0.046 -0.118
C -5.283 0.125 1.215 -0.072 -0.017 0.063
C -6.099 0.744 0.279 -0.097 0.058 -0.064
C -5.607 1.036 -0.981 -0.169 0.076 -0.022
C -4.303 0.710 -1.315 0.246 -0.140 0.038
C -1.140 0.001 -2.208 1.427 -0.874 -0.483
C -0.321 -0.906 -2.840 -1.999 0.622 1.106
C 0.489 -0.533 -3.942 0.700 1.036 -1.154
C 0.399 0.697 -4.485 -0.192 -1.012 0.183
C -0.720 1.604 -4.061 -0.030 -0.011 0.346
C -1.048 1.454 -2.567 0.236 0.604 0.206
C -0.921 -2.783 0.366 -0.395 0.308 -0.546
O -0.103 -1.993 1.092 -0.352 -0.751 0.184
C 1.017 -2.543 1.608 0.880 -0.059 0.274
C 2.001 -1.619 1.950 -0.512 0.009 -0.064
C 3.184 -2.088 2.498 -0.130 -0.144 -0.025
C 3.375 -3.448 2.663 0.152 -0.024 0.098
C 2.394 -4.350 2.287 -0.081 0.030 -0.022
C 1.188 -3.918 1.751 -0.140 0.122 -0.129
P 1.736 0.167 1.501 -0.025 -1.018 -0.346
C 3.092 0.132 0.293 0.126 0.069 0.049
C 2.712 -0.338 -0.961 0.047 -0.111 0.146
C 3.646 -0.474 -1.966 0.099 -0.165 0.032
C 4.968 -0.148 -1.721 0.088 -0.065 -0.022
C 5.355 0.292 -0.467 0.246 -0.057 0.001
C 4.422 0.430 0.545 -0.015 -0.035 -0.072
C 2.343 0.866 3.075 0.037 0.092 -0.027
C 3.162 1.987 3.151 -0.065 -0.109 -0.039
C 3.526 2.492 4.386 0.141 0.050 0.090
C 3.063 1.907 5.552 0.043 0.051 0.040
C 2.221 0.809 5.485 0.016 -0.079 0.081
C 1.873 0.288 4.254 0.057 -0.062 -0.156
H -1.626 -5.741 2.491 -0.088 -0.083 -0.014
H -1.133 -4.156 3.091 -0.031 0.064 0.074
H -0.138 -5.574 3.449 0.044 -0.031 0.082
H -0.273 -6.857 0.631 -0.061 -0.110 -0.006
H 1.181 -6.693 1.595 0.045 -0.067 0.055
H 1.137 -6.030 -0.044 0.084 -0.043 -0.105
H -1.780 -5.933 -0.435 0.016 -0.125 0.031
H -3.323 -4.737 -1.885 -0.057 -0.041 -0.030
H -3.361 -2.249 -1.909 -0.100 0.012 -0.084
H -3.307 -0.632 1.611 -0.093 0.070 0.182
H -5.664 -0.093 2.203 0.002 -0.023 0.088
H -7.115 1.005 0.537 -0.072 0.050 0.021
H -6.235 1.541 -1.703 -0.061 -0.006 -0.054
H -3.931 0.925 -2.305 0.051 0.081 -0.143
H -0.283 -1.928 -2.487 0.016 -0.055 0.085
H 1.207 -1.248 -4.323 0.129 0.049 0.008
H 1.038 1.015 -5.292 0.115 -0.058 -0.126
H -1.618 1.217 -4.566 0.153 0.093 0.044
H -1.996 1.966 -2.351 0.072 -0.076 -0.165
H 3.958 -1.389 2.779 0.064 0.063 0.008
H 4.299 -3.817 3.087 0.090 -0.017 0.029
H 2.576 -5.404 2.425 0.014 -0.136 0.014
H 1.670 -0.582 -1.136 0.012 0.107 -0.002
H 3.335 -0.808 -2.945 -0.015 -0.013 -0.123
H 5.699 -0.222 -2.514 0.082 -0.002 -0.075
H 6.390 0.547 -0.283 0.050 0.040 0.017
H 4.733 0.777 1.521 0.008 0.037 0.014
H 3.471 2.505 2.257 0.090 -0.027 0.002
H 4.170 3.357 4.433 0.011 0.136 -0.017
H 3.346 2.320 6.510 0.004 0.032 0.104
H 1.830 0.363 6.390 -0.036 -0.013 0.032
H 1.213 -0.565 4.193 -0.027 -0.028 0.108
S -1.161 0.612 3.004 0.324 0.198 -0.715
C -2.014 2.063 3.459 0.103 0.250 -1.541
C -2.313 2.194 4.813 -0.410 0.220 1.095
N -2.545 2.292 5.938 -0.043 -0.045 0.198
C -2.389 3.026 2.542 0.808 -1.454 0.043
S -1.997 2.961 0.867 -0.440 -0.494 -0.004
C -3.127 4.143 2.948 -0.620 0.826 0.423
N -3.744 5.061 3.270 -0.117 0.131 0.035
O 2.006 4.024 -0.739 -0.109 0.284 0.521
S 1.489 3.949 0.772 -0.567 2.311 1.114
O 2.500 4.546 1.596 0.523 -0.050 -0.122
O 1.351 2.511 1.109 -0.063 -0.257 -0.040
O 0.216 4.609 0.773 0.567 0.330 -0.244
O 3.665 2.653 -1.414 0.471 0.430 -0.067
C 2.469 2.821 -1.324 0.463 -0.757 -0.629
N 1.539 1.989 -1.742 0.483 -0.288 -1.165
C -3.643 2.052 -5.569 0.338 0.498 0.205
S -3.159 3.777 -5.193 -0.241 -0.141 0.018
C -1.395 3.864 -5.045 -0.106 -0.051 0.084
C -0.498 3.015 -4.511 0.037 0.403 -0.294
S 0.019 2.404 -1.356 -1.732 -0.987 -0.460
S 1.164 3.585 -4.471 -0.165 0.749 -0.462
C 0.909 5.068 -5.368 -0.200 -0.159 0.027
S 2.123 6.028 -5.928 -0.292 -0.103 0.223
S -0.799 5.414 -5.643 0.742 -0.669 0.226
H -4.628 2.132 -6.021 -0.038 0.039 -0.036
H -3.714 1.475 -4.652 0.015 -0.133 -0.032
H -2.951 1.603 -6.271 0.029 -0.092 -0.095
```
Positions in Å, forces in eV/Å.

Atomic partial charges in e from the Löwdin method, atoms 1 to 99: 0.413, -0.009, -0.426, -0.041, -0.089, -0.027, -0.087, -0.073, -0.249, 0.879, -0.355, -0.115, -0.075, -0.099, -0.095, -0.094, -0.331, -0.090, -0.098, -0.068, -0.330, -0.440, -0.194, -0.035, -0.194, -0.223, -0.067, -0.077, -0.037, -0.095, 1.009, -0.334, -0.118, -0.083, -0.101, -0.099, -0.087, -0.334, -0.094, -0.074, -0.101, -0.087, -0.136, 0.084, 0.098, 0.085, 0.067, 0.069, 0.099, 0.098, 0.094, 0.111, 0.072, 0.103, 0.093, 0.094, 0.079, 0.103, 0.101, 0.091, 0.118, 0.095, 0.113, 0.095, 0.098, 0.075, 0.088, 0.092, 0.095, 0.095, 0.088, 0.102, 0.091, 0.097, 0.079, 0.612, -0.710, -0.337, 0.123, -0.696, 0.669, -0.312, 0.138, -0.174, 0.395, -0.274, -0.574, -0.361, 0.065, -0.755, -0.248, -0.378, 0.826, -0.893, -0.548, 0.884, 1.021, -1.443, 0.504



Here is C4H5ClN2 in the gas phase from OMol25. Energies are from the ωB97M-V functional and the def2-TZVPD basis.

Output
2S+1: 1
orbital gap: 8.676 eV
SMILES: C=C(C)C1=NN1Cl
E_LUMO: -0.746 eV
F_max: 3.05 eV Å⁻¹
E_HOMO: -0.3463 Eh

Geometry as XYZ:
```
12
Properties=species:S:1:pos:R:3:forces:R:3
C 0.157 -1.776 -0.312 -0.458 -2.595 0.689
C 0.010 -0.484 0.026 0.968 -0.755 -1.061
C 0.945 0.169 1.029 -2.234 0.033 2.070
C -0.943 0.392 -0.641 -1.329 2.093 -1.225
N -1.843 0.700 -1.501 1.198 -1.602 0.402
N -1.523 1.733 -0.557 0.337 0.051 1.051
Cl -0.596 3.203 -1.343 0.074 -1.075 0.165
H 0.838 -2.438 0.270 0.060 1.200 -0.164
H -0.406 -2.570 -0.900 0.039 2.206 0.006
H 1.263 -0.561 1.860 -0.674 1.166 -1.291
H 1.819 0.623 0.633 0.669 0.312 -0.709
H 0.280 1.010 1.437 1.351 -1.034 0.066
```
Positions in Å, forces in eV/Å.

The natural (NBO) scheme yields these atomic charges, measured in e: -0.274, -0.121, -0.627, 0.353, -0.158, -0.207, -0.100, 0.201, 0.231, 0.230, 0.236, 0.235



Here is 2 unconnected molecules or ions with the total composition C3H10NO2 from OMol25. Energies are from the ωB97M-V functional and the def2-TZVPD basis.

Output
charge: +1
2S+1: 1
orbital gap: 10.931 eV
E_LUMO: -3.705 eV
F_max: 9.41 eV Å⁻¹
E_HOMO: -0.5379 Eh

Geometry as XYZ:
```
16
Properties=species:S:1:pos:R:3:forces:R:3
C -0.978 -0.238 -1.068 1.267 3.497 -1.605
C -1.687 0.770 -0.149 -2.549 -2.785 -1.000
C -1.105 0.787 1.245 2.878 -0.910 -1.360
O -0.290 -0.111 1.497 -1.666 1.601 0.604
N 0.543 0.105 -1.058 -4.262 1.700 8.210
H -1.298 -0.145 -2.123 -0.055 0.350 0.614
H -1.135 -1.210 -0.845 -0.025 -3.154 1.196
H -2.784 0.267 -0.142 2.018 1.923 0.175
H -1.628 1.694 -0.714 -0.685 0.640 0.597
H -1.123 1.752 1.784 -0.541 -0.626 0.579
H 0.547 1.174 -0.805 0.559 -2.663 -0.593
H 0.931 -0.003 -1.882 2.854 -1.141 -5.028
H 0.981 -0.501 -0.176 -0.235 2.046 -2.989
H 3.424 -0.683 -0.163 1.210 0.639 -0.307
H 2.601 -1.425 0.882 0.000 0.429 -1.815
O 2.578 -1.085 -0.070 -0.768 -1.547 2.721
```
Positions in Å, forces in eV/Å.

The natural (NBO) scheme yields these atomic charges, measured in e: -0.195, -0.550, 0.431, -0.540, -0.708, 0.227, 0.225, 0.290, 0.242, 0.171, 0.423, 0.408, 0.524, 0.501, 0.509, -0.958



Here is a molecular structure, C3H8N3 from OMol25. Energies are from the ωB97M-V functional and the def2-TZVPD basis.

Output
charge: +1
2S+1: 1
orbital gap: 8.562 eV
E_LUMO: -4.017 eV
F_max: 4.43 eV Å⁻¹
E_HOMO: -0.4623 Eh

Geometry as XYZ:
```
14
Properties=species:S:1:pos:R:3:forces:R:3
C -1.467 -0.786 0.541 -0.639 1.707 -2.221
C -0.655 -0.005 -0.217 3.776 -0.871 -1.187
C 1.357 -0.058 -0.792 -4.306 0.480 0.936
N -2.586 0.048 0.052 1.721 -2.798 -1.342
N -1.646 0.891 -0.610 -0.566 1.404 -0.487
N 1.988 -0.096 0.525 1.462 1.932 1.740
H -1.618 -1.659 1.099 0.419 -0.838 0.781
H 1.583 -0.973 -1.376 -0.172 1.115 0.075
H 1.578 0.988 -1.082 -0.388 -1.117 -1.049
H -2.978 0.436 0.837 -1.504 2.003 2.115
H -1.978 1.230 -1.544 1.032 -0.854 1.017
H 1.568 0.726 1.058 0.364 -1.514 -0.359
H 3.021 0.226 0.428 -1.689 -1.448 0.486
H 1.834 -0.967 1.081 0.490 0.798 -0.505
```
Positions in Å, forces in eV/Å.

The natural (NBO) scheme yields these atomic charges, measured in e: -0.205, 0.126, -0.244, -0.367, -0.488, -0.715, 0.244, 0.256, 0.234, 0.364, 0.420, 0.460, 0.454, 0.460